i) Molecular formula: C4H9N2
Method: DFT, ωB97M-V with the def2-TZVPD basis set

```
! wB97M-V def2-TZVPD RIJCOSX def2/J DEFGRID3
* xyz 1 1
C -0.5299 0.0913 1.0419
C -1.3635 -0.2724 -1.2125
C 1.0169 0.1889 0.8342
C -1.1617 0.5644 -0.0973
N 2.4252 -0.5946 -0.8581
N 1.3335 -0.3003 -0.4209
H -0.9482 0.6970 1.9120
H -1.5016 -1.4287 -1.0681
H -0.6273 -0.3125 -2.0077
H -2.2087 0.1722 -1.6614
H 1.5496 -0.2401 1.6569
H 1.0743 1.2494 0.9610
H -0.7943 -0.9611 1.2450
H -1.4870 1.5499 -0.0667
H 3.2226 -0.4034 -0.2583
*
```

- orbital gap (eV) = 6.44
- LUMO (eV) = -6.96
- HOMO energy (eV) = -13.40

Löwdin population analysis, charges in e, atoms 1 to 5:
1. C -0.141
2. C -0.010
3. C -0.158
4. C 0.036
5. N 0.151


ii) Molecular formula: C4H9N2
Method: DFT, ωB97M-V with the def2-TZVPD basis set

```
! wB97M-V def2-TZVPD RIJCOSX def2/J DEFGRID3
* xyz 1 1
C -1.7980 0.6581 0.7792
C 0.9256 1.0279 0.1248
C -0.3035 0.2530 0.2967
C -0.2301 -1.2490 0.1846
N -1.4527 0.8421 -0.5651
N 2.1787 0.6493 0.2336
H -2.4548 -0.1981 1.0831
H 0.7958 1.8325 -0.5141
H -0.8455 -1.7546 1.0040
H 0.6422 -1.7779 -0.0424
H -0.8386 -1.5123 -0.6903
H -1.7512 0.1881 -1.3570
H -1.1240 1.6981 -0.9752
H 2.4806 -0.0594 0.9018
H 2.9646 1.1665 -0.0972
*
```

- orbital gap (spin up / spin down) (eV) = 6.59 / 6.59
- LUMO (spin up / spin down) (eV) = -5.20 / -5.20
- HOMO energy (spin up / spin down) (eV) = -11.79 / -11.79

Löwdin population analysis, charges in e, atoms 1 to 5:
1. C -0.020
2. C 0.024
3. C -0.337
4. C -0.030
5. N 0.025


Verdict on stability: ii) comes out at the bottom.


i) Molecular formula: C4H9N2
Method: DFT, ωB97M-V with the def2-TZVPD basis set

```
! wB97M-V def2-TZVPD RIJCOSX def2/J DEFGRID3
* xyz 1 1
C -0.5193 -2.2787 0.4021
C 0.3164 -0.9262 0.3091
C 1.3029 -0.7136 -0.8069
C -0.1741 0.2942 1.0420
N 0.4605 -2.1595 1.1705
N -0.9158 1.2456 0.1309
H -1.3103 -2.8864 0.0396
H 2.1828 -0.1851 -0.4407
H 0.8705 -0.1393 -1.6226
H 1.6369 -1.6713 -1.1962
H 0.6811 0.8340 1.4589
H -0.8350 0.0073 1.8581
H -1.4907 0.7198 -0.5422
H -0.2474 1.8212 -0.3938
H -1.5329 1.8696 0.6657
*
```

- orbital gap (eV) = 9.62
- SMILES string = C[C@@]1(C[NH3+])C=N1
- LUMO (eV) = -3.94
- HOMO energy (eV) = -13.56

Löwdin population analysis, charges in e, atoms 1 to 5:
1. C 0.028
2. C -0.444
3. C -0.035
4. C -0.106
5. N 0.168


ii) Molecular formula: C4H9N2
Method: DFT, ωB97M-V with the def2-TZVPD basis set

```
! wB97M-V def2-TZVPD RIJCOSX def2/J DEFGRID3
* xyz 1 1
C -0.9488 -0.7509 0.9343
C -0.0143 -1.2617 -0.7208
C 1.2498 0.4418 0.6969
C -0.7194 1.0350 -0.7099
N -0.9183 -1.8313 0.2626
N -0.0328 0.0435 0.0722
H -1.2438 -0.3280 1.9281
H 0.8143 -1.8310 -0.7161
H -0.3389 -1.0083 -1.7763
H 2.1314 0.7995 0.0024
H 1.0602 1.3049 1.5353
H 1.5049 -0.5072 1.2650
H -0.0121 1.3777 -1.5461
H -1.5545 0.5878 -1.1211
H -0.9777 1.9280 -0.1064
*
```

- orbital gap (eV) = 12.15
- LUMO (eV) = -4.00
- HOMO energy (eV) = -16.15

Löwdin population analysis, charges in e, atoms 1 to 5:
1. C -0.040
2. C -0.065
3. C 0.003
4. C -0.012
5. N 0.185


Verdict on stability: ii) comes out at the bottom.


i) Molecular formula: C4H9N2
Method: DFT, ωB97M-V with the def2-TZVPD basis set

```
! wB97M-V def2-TZVPD RIJCOSX def2/J DEFGRID3
* xyz 1 1
C 2.1616 1.0507 0.5858
C 0.8225 -0.5490 -0.7689
C 0.0911 -0.6613 0.5225
C -1.9910 0.1472 -0.5113
N 1.0618 0.5489 0.1735
N -1.2860 -0.6594 0.4980
H 2.1224 1.4634 1.4827
H 3.1081 0.8767 0.1379
H 1.6153 -1.1231 -1.0741
H 0.0327 -0.4474 -1.6372
H 0.6475 -1.0037 1.3821
H -1.4451 1.0511 -0.8519
H -2.2206 -0.4537 -1.4186
H -2.9374 0.3782 0.0044
H -1.7829 -0.6185 1.4752
*
```

- orbital gap (eV) = 9.31
- SMILES string = C=[N+]1C[C@@H]1NC
- LUMO (eV) = -5.13
- HOMO energy (eV) = -14.44

Löwdin population analysis, charges in e, atoms 1 to 5:
1. C 0.180
2. C -0.010
3. C -0.179
4. C -0.080
5. N 0.005


ii) Molecular formula: C4H9N2
Method: DFT, ωB97M-V with the def2-TZVPD basis set

```
! wB97M-V def2-TZVPD RIJCOSX def2/J DEFGRID3
* xyz 1 1
C 0.4778 -2.0238 -0.2641
C -0.7809 -1.2500 -0.1106
C 0.8953 0.4346 0.8406
C 0.7961 1.2813 -0.3961
N 0.4252 -0.4695 -0.1918
N -0.5148 1.9850 -0.4736
H 0.7499 -2.4181 -1.2295
H 0.9503 -2.4751 0.5935
H -1.4435 -1.1933 -0.9672
H -1.2988 -1.2935 0.8441
H 1.9129 0.2417 1.1644
H 0.2168 0.5829 1.6824
H -1.2998 1.5789 0.0629
H -0.7823 2.0996 -1.4600
H -0.3041 2.9193 -0.0952
*
```

- orbital gap (eV) = 9.93
- LUMO (eV) = -3.47
- HOMO energy (eV) = -13.40

Löwdin population analysis, charges in e, atoms 1 to 5:
1. C 0.046
2. C -0.121
3. C -0.172
4. C 0.010
5. N -0.132


Verdict on stability: ii) comes out at the bottom.


i) Molecular formula: C3HNO2
Method: DFT, ωB97M-V with the def2-TZVPD basis set

```
! wB97M-V def2-TZVPD RIJCOSX def2/J DEFGRID3
* xyz 0 1
C 0.0413 0.0974 -0.0074
C 1.2151 0.2564 -0.1164
C 3.1931 -0.4856 0.0692
N 2.5413 0.6050 0.0066
O 3.7466 -1.5042 -0.0218
O 3.0164 1.7966 -0.0108
H -0.9314 -0.2601 0.1022
*
```

- orbital gap (eV) = 8.18
- SMILES string = C#C[N+]([O-])=C=O
- LUMO (eV) = -0.60
- HOMO energy (eV) = -8.78

Löwdin population analysis, charges in e, atoms 1 to 5:
1. C 0.192
2. C -0.069
3. C -0.079
4. N -0.259
5. O 0.268


ii) Molecular formula: C3HNO2
Method: DFT, ωB97M-V with the def2-TZVPD basis set

```
! wB97M-V def2-TZVPD RIJCOSX def2/J DEFGRID3
* xyz 0 1
C 0.1575 -0.5051 1.4470
C -0.0459 0.6124 -1.5745
C 0.8978 0.5718 0.7398
N 0.1838 -0.3451 -0.8324
O -0.4578 -1.0754 0.1435
O -0.2660 1.6218 -2.0819
H -0.4693 -0.8803 2.1586
*
```

- orbital gap (eV) = 8.76
- LUMO (eV) = -0.92
- HOMO energy (eV) = -9.67

Löwdin population analysis, charges in e, atoms 1 to 5:
1. C -0.049
2. C -0.256
3. C 0.195
4. N -0.039
5. O -0.135


iii) Molecular formula: C3HNO2
Method: DFT, ωB97M-V with the def2-TZVPD basis set

```
! wB97M-V def2-TZVPD RIJCOSX def2/J DEFGRID3
* xyz 0 1
C 0.4118 -0.4924 -0.5131
C 0.8349 -0.5502 0.6855
C 1.1719 0.8249 4.1136
N 1.1292 -0.8212 1.7677
O 0.5531 0.1267 4.7798
O 1.9011 1.4492 3.4720
H 0.3888 0.1389 -1.4092
*
```

- orbital gap (spin up / spin down) (eV) = 7.80 / 7.81
- LUMO (spin up / spin down) (eV) = -2.19 / -2.18
- HOMO energy (spin up / spin down) (eV) = -9.99 / -9.99

Löwdin population analysis, charges in e, atoms 1 to 5:
1. C 0.191
2. C -0.367
3. C -0.479
4. N 0.219
5. O 0.204


Verdict on stability: ii) comes out at the bottom.


i) Molecular formula: C7H9NO2
Method: DFT, ωB97M-V with the def2-TZVPD basis set

```
! wB97M-V def2-TZVPD RIJCOSX def2/J DEFGRID3
* xyz 0 1
C -1.3297 -0.3483 -1.5848
C -0.1605 -1.0947 -1.5938
C 0.3579 0.9935 0.1312
C 1.0120 -0.8925 -0.8890
C 1.5266 1.7198 0.8501
C -0.2193 -2.4465 -2.0389
C -1.0654 1.3503 2.2139
N -2.4027 0.0796 -1.7166
O 1.9868 -1.5611 -0.5655
O -0.7733 1.0096 0.7144
H 1.8220 2.7435 0.4371
H 2.3228 1.0386 0.6970
H 1.2679 1.7729 1.9058
H -0.0235 -3.0661 -1.1417
H 0.5243 -2.6957 -2.7175
H -1.1706 -2.8121 -2.4316
H -1.0619 0.4440 2.9218
H -2.0912 1.6028 2.1215
H -0.5223 2.1624 2.6865
*
```

- orbital gap (spin up / spin down) (eV) = 7.20 / 7.20
- LUMO (spin up / spin down) (eV) = -0.81 / -0.81
- HOMO energy (spin up / spin down) (eV) = -8.01 / -8.01

Löwdin population analysis, charges in e, atoms 1 to 5:
1. C -0.266
2. C -0.335
3. C -0.075
4. C -0.183
5. C -0.033


ii) Molecular formula: C7H9NO2
Method: DFT, ωB97M-V with the def2-TZVPD basis set

```
! wB97M-V def2-TZVPD RIJCOSX def2/J DEFGRID3
* xyz 0 1
C 0.5319 1.2255 -1.8279
C 0.4176 0.1527 -0.8437
C 0.6843 -1.1821 -1.1091
C 0.7104 -2.2201 -0.1340
C 0.2050 -1.8636 1.1749
C -0.1542 -0.5862 1.3927
C -0.1400 0.4868 0.4466
H -0.6834 1.4282 -3.5693
H -0.7081 2.7199 -2.0956
H 1.1884 0.9434 -2.6733
H 1.1248 1.9937 -1.3475
H 1.1020 -1.4952 -2.1329
H 1.0988 -3.4773 -0.2952
H 0.2577 -2.6065 1.8177
H -0.6506 -1.1975 3.1974
H -0.8166 1.6148 1.6742
N -0.8422 1.6398 -2.2616
O -0.6575 -0.1820 2.5871
O -0.5359 1.7470 0.7451
*
```

- orbital gap (eV) = 8.36
- LUMO (eV) = 0.35
- HOMO energy (eV) = -8.01

Löwdin population analysis, charges in e, atoms 1 to 5:
1. C -0.317
2. C -0.201
3. C -0.087
4. C -0.075
5. C -0.069


Verdict on stability: i) comes out at the bottom.


i) Molecular formula: C7H7BrO
Method: DFT, ωB97M-V with the def2-TZVPD basis set

```
! wB97M-V def2-TZVPD RIJCOSX def2/J DEFGRID3
* xyz 0 1
C -0.0718 -2.0040 -0.1751
C -0.9538 -1.0466 -0.3138
C 0.7720 -1.5715 0.9242
C 0.2528 -0.2341 1.3497
C 1.8913 -2.1271 1.3907
C 0.1777 2.2751 -0.1848
C -1.0409 2.1895 -1.0329
O -0.7644 -0.0061 0.5385
Br 1.8848 2.0300 -1.0430
H -0.0598 -2.9332 -0.6625
H -1.6761 -0.7223 -1.0496
H 2.6571 -1.8138 2.1447
H 2.3873 -2.9722 0.9366
H -1.8605 1.7241 -0.6109
H -1.3001 3.1747 -1.0071
H -0.9552 1.9463 -2.0270
*
```

- orbital gap (eV) = 7.44
- LUMO (eV) = -0.72
- HOMO energy (eV) = -8.16

Löwdin population analysis, charges in e, atoms 1 to 5:
1. C -0.025
2. C -0.118
3. C -0.310
4. C 0.029
5. C 0.125


ii) Molecular formula: C7H7BrO
Method: DFT, ωB97M-V with the def2-TZVPD basis set

```
! wB97M-V def2-TZVPD RIJCOSX def2/J DEFGRID3
* xyz 0 1
C -1.5180 0.0259 -0.3476
C -0.3768 -0.1598 -1.0389
C -1.8631 -0.1694 1.0504
C 0.9439 -0.6043 -0.6520
C 1.7678 1.7673 -0.6346
C -1.2176 -1.1465 1.7111
C 1.8570 0.2854 -0.3354
O 0.8476 2.2624 -1.2276
Br 3.5538 -0.3017 0.4907
H -2.3663 0.1950 -1.0827
H -0.5984 -0.0584 -2.1535
H -2.7435 0.4039 1.4484
H 1.1326 -1.6408 -0.8171
H 2.6973 2.2956 -0.2096
H -0.4216 -1.6037 1.1678
H -1.6946 -1.5508 2.6305
*
```

- orbital gap (eV) = 8.56
- SMILES string = C=C/C=C\C=C(\Br)C=O
- LUMO (eV) = -0.32
- HOMO energy (eV) = -8.88

Löwdin population analysis, charges in e, atoms 1 to 5:
1. C -0.135
2. C -0.141
3. C -0.169
4. C -0.163
5. C -0.282


Verdict on stability: i) comes out at the bottom.